Record 1
Density functional theory data (ωB97M-V with the def2-TZVPD basis set) for a 2-piece molecular cluster, C6H11N2O2 overall in a non-equilibrium geometry.

```
21
Properties=species:S:1:pos:R:3
O -1.369 -4.263 -5.004
O -0.684 -2.873 -3.366
N 0.892 1.062 1.169
N 1.959 1.932 2.808
C -1.459 -3.713 -3.765
C -2.617 -4.286 -3.003
C 1.829 0.813 2.087
C 1.102 2.916 2.357
C 0.423 2.346 1.306
C 1.023 4.271 2.966
H 2.620 2.035 3.599
H -0.349 2.759 0.656
H -0.581 -3.826 -5.429
H 1.995 4.788 2.898
H -3.562 -4.088 -3.535
H 2.378 -0.118 2.222
H 0.733 4.206 4.028
H -2.676 -3.830 -2.000
H -2.499 -5.376 -2.887
H 0.575 0.375 0.462
H 0.268 4.870 2.430
```

The value obtained for the energy relative to the best compared isomer or geometry (same formula, charge and spin) is 0.000 eV. The calculated total energy comes out at -495.018270 a.u. The strongest force on any atom is 1.4 eV Å⁻¹. As for the HOMO-LUMO gap: 9.297 eV. Its total charge is +1.


Record 2
Density functional theory data (ωB97M-V with the def2-TZVPD basis set) for the molecule C6H11N2P in a non-equilibrium geometry.

```
20
Properties=species:S:1:pos:R:3
P -0.726 -1.691 -0.149
N 1.445 1.494 0.875
N 0.582 1.516 1.879
C -0.112 -0.036 0.274
C -1.611 -1.675 -1.845
C -0.442 0.635 1.516
C 2.076 0.760 -1.333
C -1.561 0.281 2.531
C 1.235 0.673 -0.117
H -2.052 -0.580 2.100
H 1.876 0.046 -2.081
H 3.172 0.766 -1.173
H -1.232 0.031 3.547
H 2.213 2.067 0.844
H -2.076 -0.790 -2.240
H -2.137 1.202 2.544
H -0.927 -2.010 -2.661
H 0.561 -1.928 -0.753
H 1.999 1.696 -1.835
H -2.282 -2.455 -1.924
```

The value obtained for the energy relative to the best compared isomer or geometry (same formula, charge and spin) is 0.415 eV. As for the structure (SMILES): CPc1c(C)n[nH]c1C. The calculated total energy comes out at -686.010039 a.u. The strongest force on any atom is 5.0 eV Å⁻¹. As for the HOMO-LUMO gap: 9.095 eV. Its total charge is 0.


Record 3
Density functional theory data (ωB97M-V with the def2-TZVPD basis set) for an isolated ion of composition C6H11N3 and charge +2 in a non-equilibrium geometry.

```
20
Properties=species:S:1:pos:R:3
N -3.153 -0.722 0.249
N -1.075 0.376 0.279
N -3.124 0.364 -0.516
C 1.365 -0.058 0.018
C 2.688 0.078 0.575
C 0.261 0.680 0.685
C -1.938 0.982 -0.484
C 1.146 -0.864 -1.153
C -2.098 -0.956 0.839
H 2.839 -0.720 1.321
H 1.580 -0.340 -2.023
H -3.956 0.644 -1.033
H 1.750 -1.779 -1.135
H 0.335 0.535 1.773
H 0.455 1.758 0.533
H 3.479 -0.093 -0.158
H -1.769 1.890 -1.046
H 0.106 -1.090 -1.379
H -1.741 -1.688 1.527
H 2.852 1.004 1.129
```

The value obtained for the energy relative to the best compared isomer or geometry (same formula, charge and spin) is 2.510 eV. The calculated total energy comes out at -398.746341 a.u. The strongest force on any atom is 4.4 eV Å⁻¹. As for the HOMO-LUMO gap: 9.433 eV. Its total charge is +2.


Record 4
Density functional theory data (ωB97M-V with the def2-TZVPD basis set) for a 2-piece molecular cluster, C6H11N3O overall in a non-equilibrium geometry.

```
21
Properties=species:S:1:pos:R:3
O -1.344 -1.933 -0.995
N 1.350 0.110 0.524
N -1.676 -0.890 0.992
N 0.577 1.152 0.318
C -1.817 1.424 -0.915
C 1.187 -1.066 0.387
C -1.247 -0.930 -0.309
C -0.842 0.457 -0.901
C 1.608 -2.431 0.643
C 1.261 2.336 -0.179
H 2.689 -2.539 0.509
H -2.121 -1.712 1.367
H 2.144 2.561 0.422
H -1.937 2.079 -1.764
H -2.470 1.575 -0.067
H -0.320 0.285 -1.838
H 1.354 -2.711 1.668
H 0.564 3.166 -0.112
H 1.570 2.199 -1.222
H -1.612 -0.033 1.515
H 1.082 -3.099 -0.043
```

The value obtained for the energy relative to the best compared isomer or geometry (same formula, charge and spin) is 5.841 eV. The calculated total energy comes out at -474.551497 a.u. The strongest force on any atom is 2.4 eV Å⁻¹. As for the HOMO-LUMO gap (alpha / beta): 6.988 / 6.989 eV. Its total charge is 0.


Record 5
Density functional theory data (ωB97M-V with the def2-TZVPD basis set) for the molecule C6H11N3O3 in a non-equilibrium geometry.

```
23
Properties=species:S:1:pos:R:3
O -0.970 -0.989 -2.675
O -2.407 0.539 -0.579
O -0.956 2.274 2.033
N 0.746 -0.836 -1.165
N 1.073 -0.516 1.145
N -0.297 1.004 0.167
C 0.371 -0.520 -2.434
C 1.745 -1.758 1.394
C -1.384 1.447 -0.675
C 0.483 -0.199 -0.089
C 0.569 0.363 2.177
C -0.260 1.229 1.518
H 0.984 0.490 3.137
H -1.088 2.252 3.051
H -2.385 -0.244 -1.197
H 0.541 0.484 -2.748
H 2.888 -1.676 1.525
H 1.692 -2.486 0.516
H 0.966 -0.984 -3.268
H 1.364 -2.125 2.330
H -1.877 2.439 -0.321
H -0.913 1.671 -1.641
H -0.884 -1.858 -2.202
```

The value obtained for the energy relative to the best compared isomer or geometry (same formula, charge and spin) is 2.964 eV. As for the structure (SMILES): Cn1cc(O)n(CO)/c1=N\CO. The calculated total energy comes out at -625.143013 a.u. The strongest force on any atom is 3.0 eV Å⁻¹. As for the HOMO-LUMO gap: 7.820 eV. Its total charge is 0.


Record 6
Density functional theory data (ωB97M-V with the def2-TZVPD basis set) for the molecule C6H11NO in a non-equilibrium geometry.

```
19
Properties=species:S:1:pos:R:3
O 0.051 1.705 0.076
N -1.423 0.079 -1.719
C 0.381 0.459 -0.506
C -0.789 -0.458 -0.351
C 1.273 -0.232 0.485
C 0.075 0.395 -2.081
C -1.078 -0.729 1.126
C 0.363 -0.517 1.715
H 2.088 0.429 0.878
H 1.758 -1.206 0.183
H -1.450 -1.785 1.371
H -0.354 -1.434 -0.707
H 0.802 2.316 0.146
H 0.778 -1.479 2.237
H 0.296 0.394 2.388
H 0.645 -0.455 -2.474
H -1.687 0.214 1.479
H 0.095 1.250 -2.765
H -1.821 1.054 -1.480
```

The value obtained for the energy relative to the best compared isomer or geometry (same formula, charge and spin) is 3.725 eV. As for the structure (SMILES): O[C@@]12CCC[C@H]1NC2. The calculated total energy comes out at -365.094566 a.u. The strongest force on any atom is 3.4 eV Å⁻¹. As for the HOMO-LUMO gap: 9.781 eV. Its total charge is 0.


Record 7
Density functional theory data (ωB97M-V with the def2-TZVPD basis set) for the molecule C6H11NO in a non-equilibrium geometry.

```
19
Properties=species:S:1:pos:R:3
O 1.599 2.097 0.974
N 0.031 0.543 0.824
C 0.625 1.581 1.428
C -1.541 -1.422 0.813
C 1.114 -1.232 -0.541
C -1.127 -0.048 0.258
C 0.481 1.167 -1.501
C 0.252 0.052 -0.502
H -1.864 -1.402 1.858
H -2.046 0.542 -0.029
H 1.826 -0.945 -1.357
H 0.433 -2.119 -0.752
H -0.076 2.049 -1.122
H 0.109 1.885 2.429
H 1.507 -1.413 0.445
H -2.256 -1.824 0.149
H 1.546 1.458 -1.576
H -0.647 -1.885 0.701
H 0.034 0.916 -2.499
```

The value obtained for the energy relative to the best compared isomer or geometry (same formula, charge and spin) is 2.444 eV. As for the structure (SMILES): C[C@H]1N(C=O)C1(C)C. The calculated total energy comes out at -365.141667 a.u. The strongest force on any atom is 3.3 eV Å⁻¹. As for the HOMO-LUMO gap: 10.307 eV. Its total charge is 0.


Record 8
Density functional theory data (ωB97M-V with the def2-TZVPD basis set) for the molecule C6H11NO in a non-equilibrium geometry.

```
19
Properties=species:S:1:pos:R:3
O -1.992 0.503 -1.367
N 1.424 0.817 -0.956
C 0.199 1.696 0.934
C -1.256 -0.947 0.499
C 0.130 -0.803 0.271
C -2.035 0.042 -0.067
C 1.027 -1.981 0.000
C 0.496 0.524 0.038
H 1.828 1.741 -0.991
H -0.184 2.550 0.370
H 1.779 0.058 -1.516
H 2.037 -1.806 0.376
H 1.126 2.019 1.422
H 1.106 -2.206 -1.068
H 0.609 -2.872 0.469
H -0.545 1.430 1.678
H -3.021 0.248 0.342
H -1.074 0.657 -1.635
H -1.655 -1.672 1.201
```

The value obtained for the energy relative to the best compared isomer or geometry (same formula, charge and spin) is 2.734 eV. As for the structure (SMILES): C/C(N)=C(C)\C=C/O. The calculated total energy comes out at -365.130994 a.u. The strongest force on any atom is 2.2 eV Å⁻¹. As for the HOMO-LUMO gap: 7.700 eV. Its total charge is 0.


Record 9
Density functional theory data (ωB97M-V with the def2-TZVPD basis set) for the molecule C6H11NO in a non-equilibrium geometry.

```
19
Properties=species:S:1:pos:R:3
O -3.351 0.950 0.744
N -2.537 -1.028 -0.386
C -0.723 0.554 -0.491
C -3.531 -0.154 0.080
C 3.082 -0.289 0.143
C -1.181 -0.766 -0.013
C 1.585 -0.102 0.612
C 0.768 0.752 -0.277
H 0.965 1.755 -0.703
H 3.501 0.709 -0.251
H -0.962 0.737 -1.570
H 1.578 0.253 1.697
H -4.538 -0.457 -0.229
H 3.404 -1.200 -0.463
H -1.086 -0.842 1.062
H 3.725 -0.422 1.079
H 1.040 -0.197 -0.866
H -1.248 1.325 0.079
H -0.491 -1.578 -0.249
```

The value obtained for the energy relative to the best compared isomer or geometry (same formula, charge and spin) is 8.704 eV. The calculated total energy comes out at -364.911599 a.u. The strongest force on any atom is 5.6 eV Å⁻¹. As for the HOMO-LUMO gap: 4.147 eV. Its total charge is 0.


Record 10
Density functional theory data (ωB97M-V with the def2-TZVPD basis set) for the molecule C6H11NO in a non-equilibrium geometry.

```
19
Properties=species:S:1:pos:R:3
O 0.163 -1.149 -1.967
N -0.789 -0.221 1.464
C -0.683 1.735 -0.001
C 0.495 -0.681 -0.687
C 0.443 0.813 -0.294
C -0.583 -0.364 0.053
C -1.138 1.251 1.472
C 1.797 -1.388 -0.137
H -1.608 1.569 -0.625
H -0.593 3.002 0.075
H 1.749 -2.495 0.007
H 2.500 -1.099 -0.979
H -2.155 1.230 1.349
H -1.512 -0.069 -0.469
H 0.063 -0.413 2.075
H 1.228 -1.059 -2.227
H -0.851 1.686 2.494
H 2.257 -0.956 0.881
H 1.157 1.145 0.465
```

The value obtained for the energy relative to the best compared isomer or geometry (same formula, charge and spin) is 6.949 eV. As for the structure (SMILES): C[C@]1(O)[C@H]2CCN[C@@H]21. The calculated total energy comes out at -364.976084 a.u. The strongest force on any atom is 5.7 eV Å⁻¹. As for the HOMO-LUMO gap: 8.634 eV. Its total charge is 0.


Which of these has the highest total charge? C6H11N3


Which of these has the lowest calculated total energy? C6H11N2P


Which value of calculated total energy does entry 10 give? -364.976084 a.u.